The following is a quantum chemistry calculation of a structure of composition C5H13Cl6N2O5Sn at a distorted geometry, from the OMol25 dataset.

```
32
Properties=species:S:1:pos:R:3:nbo_charge:R:1
Sn -2.13398 1.94415 -0.30279 1.67
O -0.65413 0.59552 -0.15404 -1.40
H 0.24919 0.41997 -0.48227 0.58
C 1.34115 1.76289 0.17227 -0.52
N 0.40940 2.50058 1.07485 0.54
O 0.58981 2.39860 2.28343 -0.18
O -0.64894 3.02208 0.62742 -0.64
H 2.26095 2.28739 0.43105 0.28
H 1.10560 1.82319 -0.89027 0.23
H 1.43407 0.77099 0.61456 0.27
C 0.93988 -1.36034 -0.03184 -0.54
N 2.11169 -0.80155 0.67340 0.51
O 3.21355 -0.95488 0.14985 -0.31
O 1.96021 -0.24160 1.72683 -0.38
H 1.25922 -2.33561 -0.39921 0.30
H 0.59888 -0.63568 -0.77122 0.17
H 0.16485 -1.61721 0.69028 0.29
C -1.52310 -1.71986 -0.62776 -0.43
Cl -3.05333 -2.05792 -1.44983 0.03
Cl -0.67352 -3.18035 0.02237 0.01
H -0.87499 -1.19141 -1.32690 0.20
H -1.72411 -1.02461 0.18730 0.20
C -0.51999 -0.06689 2.17723 -0.53
Cl -1.29722 1.24211 3.07433 0.03
Cl -1.09877 -1.60974 2.68664 0.02
H -0.68973 0.03224 1.10510 0.27
H 0.51788 0.05176 2.48843 0.27
C -0.57015 0.03768 -2.59652 -0.48
Cl -0.49224 -1.60745 -3.21862 0.06
Cl -1.53943 0.99719 -3.75665 0.02
H -1.10209 0.07524 -1.64587 0.25
H 0.43939 0.44352 -2.53156 0.21
```

The calculation puts the lowest unoccupied orbital energy at -0.2167 Eh. Its energy relative to the best compared isomer or geometry (same formula, charge and spin) is 6.469 eV. The calculation puts the total energy at -99556.804 eV. As for the total charge: +1. The HOMO-LUMO gap comes out at 7.43 eV. The largest force on an atom comes out at 0.09281 Eh/bohr.